# 1
{"formula": "C4H11NO2S2", "method": "ωB97M-V/def2-TZVPD", "smiles": "CO/C(C)=[N+](/[S-])S.CO", "de_lowest_kcal_mol": 97.4, "homo_lumo_gap_ev": 7.7, "species": ["H", "H", "S", "H", "C", "H", "C", "O", "S", "H", "H", "H", "O", "C", "H", "H", "H", "C", "H", "N"], "xyz": [[2.01900, -2.27352, -0.42787], [0.33355, -0.65257, 1.86442], [-2.80570, 0.81475, -1.06731], [-0.02810, 0.89340, 2.84849], [-0.11269, 0.79410, -1.69642], [-0.15513, 0.39992, -2.70317], [-0.49033, -0.22184, -0.72322], [0.26851, -1.27677, -0.23754], [-2.40553, -1.15739, 1.04462], [-0.76920, 1.61482, -1.67286], [2.13115, -0.64202, 0.38070], [-0.00155, 1.85992, 0.58910], [0.59880, 1.08020, 0.72937], [0.55197, 0.42279, 2.02446], [-3.55847, -0.92223, 0.39731], [1.64516, 0.48397, 2.20209], [1.88312, -0.84009, -1.31246], [1.67422, -1.26288, -0.36557], [0.97242, 1.10613, -1.53901], [-1.75118, -0.22069, -0.33514]], "atomic_forces_ev_per_a": [[0.11, -0.60, 0.54], [-0.39, 0.80, 0.28], [-2.53, 1.35, -0.64], [0.24, -0.22, -0.93], [3.87, -0.67, -0.95], [-0.24, -0.20, -0.40], [-0.99, -2.28, 1.69], [-1.72, 0.96, -0.55], [0.61, 0.29, -1.17], [-0.61, 0.98, 0.27], [0.34, -0.11, 0.50], [0.57, -1.21, 0.79], [-1.20, 1.64, 0.74], [1.73, 0.36, -0.38], [-0.41, -0.27, 0.48], [-0.66, -0.32, 1.12], [0.64, 0.56, -1.06], [-0.47, 0.49, -0.79], [-1.39, -0.40, -0.19], [2.49, -1.13, 0.63]], "lowdin_charge": [0.10, 0.06, 0.49, 0.10, -0.10, 0.11, -0.49, -0.12, 0.75, -0.01, 0.08, 0.13, -0.20, -0.10, -0.17, 0.09, 0.08, -0.04, 0.12, -0.87]}

# 2
{"formula": "C29H64NO15PS", "method": "ωB97M-V/def2-TZVPD", "smiles": "CC(=O)OCCCC[C@]1(N)CCS(=O)(=O)O[C@H]1P(C)O.COCCOCCOC.COCCOCCOC.COCCOCCOC", "homo_lumo_gap_ev": 8.6, "species": ["H", "H", "O", "C", "H", "H", "C", "C", "O", "H", "C", "O", "C", "C", "C", "H", "H", "H", "C", "C", "H", "H", "H", "H", "H", "O", "H", "H", "H", "H", "O", "C", "C", "H", "H", "H", "H", "H", "H", "H", "H", "H", "C", "C", "N", "H", "H", "C", "H", "H", "H", "H", "H", "S", "H", "H", "O", "H", "H", "H", "C", "C", "H", "H", "H", "O", "H", "H", "C", "H", "H", "O", "O", "H", "P", "O", "O", "H", "H", "C", "O", "C", "C", "C", "C", "H", "C", "H", "H", "O", "C", "H", "H", "H", "C", "C", "H", "C", "C", "H", "O", "H", "O", "H", "H", "H", "H", "C", "H", "H", "H"], "xyz": [[3.96447, 3.23244, -2.22368], [-6.45529, -5.43683, -4.21279], [4.91458, 4.96601, 2.75635], [-2.58958, -3.88071, 3.71024], [-1.71949, 5.93353, -2.61519], [-2.74245, -3.40344, 1.58714], [1.21827, 5.79803, 4.51537], [-0.28974, 6.77677, -1.15228], [-0.19205, 7.88203, -1.75391], [-5.64635, -1.85950, -4.00640], [-0.83465, 5.53642, -1.99148], [-0.90288, -2.74155, 2.32393], [4.25162, 2.65807, -1.34099], [-6.18285, -2.81158, -3.95906], [4.20226, 3.23660, 4.69685], [-2.75251, -2.02245, 2.67523], [5.08243, 0.68608, -0.04337], [-6.83549, -4.06239, -6.93001], [6.94894, -0.79350, -3.91513], [-9.29053, -3.80886, -6.51879], [7.74810, -1.50365, -3.66951], [-7.18008, -2.63952, -4.36765], [-1.17625, 7.17816, 2.61452], [-2.14478, -7.09406, 4.22587], [-0.00612, 5.18357, -2.69341], [5.10989, 2.64910, 2.08406], [-0.21413, 3.62244, 4.95977], [-2.22446, -3.69192, -1.52121], [3.45057, 1.94499, -1.11572], [7.51909, -0.12726, -0.08214], [2.71195, 3.80122, 2.21439], [-0.35199, -4.04364, 0.30933], [5.86735, -0.85628, -2.84144], [-1.00828, 5.39532, 3.18777], [3.90066, 2.12650, 4.81227], [-9.55219, -4.58533, -7.24466], [-10.19482, -3.49399, -5.99558], [-8.86677, -2.93926, -7.03197], [0.91068, -3.53833, 1.95104], [0.48711, -4.61637, -0.10347], [6.36442, 1.90971, 0.19626], [-2.86894, -5.33679, -1.36342], [1.69383, 4.26191, 4.54638], [-7.17030, -4.76952, -6.16245], [0.70398, 3.53406, 5.44391], [5.17728, -0.01336, -2.90936], [-1.93682, -3.58575, 4.54102], [-0.54467, 5.74741, 0.98842], [-3.63630, -3.75750, 4.00786], [9.04212, 1.59239, -4.76029], [-0.41736, -3.07465, -0.19897], [-3.17143, -5.98177, 5.16013], [-5.29951, -5.57258, -5.52999], [4.23857, 3.60569, 2.86590], [1.52015, 0.99733, 0.96400], [-1.62864, 5.55944, 0.66174], [5.45303, 1.96988, -1.63236], [5.23865, 3.32098, 5.17121], [5.28236, -1.76611, -3.00532], [9.46606, -0.01644, -4.14691], [0.97651, 6.43779, 3.06906], [-6.23442, -3.24991, -2.49921], [0.65871, 4.06951, 6.32990], [1.73736, 6.15861, 2.27036], [-1.38901, -5.76566, 5.12477], [6.39991, -0.98493, -1.52285], [3.60351, 5.23399, 5.46043], [-5.25406, -3.64240, -2.20159], [8.71122, 0.55447, -4.69812], [0.02027, 4.75515, 0.82792], [1.97472, -0.44760, 2.08155], [0.14446, 6.75177, 0.19607], [-7.23738, -4.24228, -2.31573], [-1.19947, -5.10830, -1.93275], [1.47848, 1.58232, 3.42988], [7.47528, 0.52503, -4.01070], [-2.38512, -5.25109, 3.38702], [-7.11105, -4.25640, -0.24698], [-7.88691, -5.66500, -1.00741], [-7.07319, -4.94372, -1.09785], [-0.23005, 1.27844, 3.55797], [-6.08265, -4.93602, -5.10814], [-1.97164, -4.72461, -1.25862], [1.64795, 3.48823, 3.15035], [5.91870, 1.21115, -0.51919], [2.90477, 3.83549, 6.40489], [-2.27024, -6.05793, 4.54393], [8.60051, 0.15522, -5.71119], [1.06803, 7.58300, 3.19998], [-1.54044, -4.79581, 0.08739], [-0.55003, 6.22051, 2.52637], [3.22503, 0.92089, 1.79317], [-1.24739, 4.67520, -1.37289], [1.92423, 6.51766, 5.07970], [6.96959, 0.20332, -0.96826], [-0.13382, -3.82713, 1.80178], [-7.38048, -5.74037, -6.62732], [2.11721, 0.67002, 1.89879], [3.09812, 4.20911, 5.32923], [-6.12466, -5.49135, -1.09979], [-5.43281, -3.70658, -4.78161], [-0.29870, -4.74071, 2.37550], [-8.37587, -4.30743, -5.56127], [0.66055, 3.77043, 2.61500], [0.21378, 5.88110, 5.08274], [-0.37857, 0.37079, 3.19158], [6.51573, -1.05413, -4.88684], [-2.29730, -3.00147, 2.49888], [-6.49063, -2.39237, -1.86784], [4.39324, 3.34447, -0.50090], [7.69724, 0.64835, -1.64929]], "atomic_forces_ev_per_a": [[0.12, -0.07, 0.02], [-0.23, 0.10, -0.06], [-2.94, -3.09, 0.86], [-0.03, -0.31, -0.50], [1.61, -0.49, 0.93], [0.04, -0.22, 0.09], [-0.33, 1.10, -0.74], [0.56, 3.75, -1.88], [-0.22, -4.25, 2.35], [0.06, -0.10, 0.02], [-0.56, 0.20, 0.42], [-0.12, -0.17, -0.05], [0.31, 0.00, -0.09], [0.36, -0.08, 0.14], [-1.79, -1.35, 0.45], [0.09, -0.03, 0.06], [0.04, -0.03, 0.07], [0.08, -0.03, -0.01], [-0.24, 0.53, 0.12], [0.12, -0.09, 0.27], [-0.06, -0.04, 0.01], [-0.08, -0.17, 0.16], [0.97, -1.46, -0.08], [-0.05, 0.12, -0.06], [-1.14, 0.51, 1.07], [-3.64, 1.02, 2.25], [0.65, -0.13, 0.82], [0.07, 0.02, -0.15], [-0.08, 0.03, 0.14], [-0.12, -0.04, -0.02], [1.15, -0.82, 1.94], [-0.27, -0.52, 0.26], [0.28, -0.28, 0.08], [0.33, 1.21, -1.23], [0.25, 1.79, -0.33], [-0.02, 0.06, -0.12], [0.11, -0.09, 0.03], [-0.03, -0.03, -0.15], [-0.08, 0.07, -0.04], [0.17, 0.15, -0.03], [-0.06, -0.18, 0.15], [0.11, 0.00, 0.09], [-0.07, 0.63, 1.56], [-0.31, -0.14, 0.53], [0.20, 0.54, -1.08], [0.19, 0.14, -0.09], [-0.03, 0.07, -0.02], [-0.27, -1.03, 1.15], [-0.06, 0.18, 0.13], [-0.12, -0.07, 0.02], [0.07, 0.04, 0.03], [0.03, -0.01, 0.12], [-0.01, 0.12, -0.03], [6.58, 3.13, -2.57], [1.17, -0.71, 1.16], [1.53, 0.57, 0.27], [-0.25, -0.17, -0.09], [-1.30, 0.39, -1.33], [0.11, -0.01, 0.04], [0.06, -0.09, -0.12], [-0.89, 1.51, 0.06], [-0.51, -0.11, -0.29], [-0.15, -0.48, -0.81], [-0.93, 0.14, 1.20], [-0.07, 0.01, 0.14], [0.01, 0.20, -0.23], [-1.01, -1.47, -0.57], [0.03, 0.06, -0.02], [-0.26, 0.11, 0.17], [-0.81, 1.34, 0.53], [0.20, 1.55, -0.15], [-1.96, -1.02, -1.85], [0.18, -0.14, 0.03], [-0.02, 0.08, -0.11], [0.41, -1.34, 1.63], [0.19, -0.10, 0.07], [0.19, 0.04, 0.11], [0.08, -0.04, 0.10], [0.03, 0.12, -0.07], [-0.13, 0.08, -0.27], [1.56, -0.18, -1.36], [0.14, 0.19, -0.31], [0.02, -0.07, 0.28], [-2.40, -0.04, -0.44], [0.48, 0.31, -0.45], [0.22, 0.45, -1.73], [-0.01, 0.06, -0.28], [0.11, -0.07, -0.04], [0.10, -1.82, -0.25], [-0.09, 0.22, -0.02], [0.97, -0.70, -0.43], [-1.46, -0.34, 0.09], [0.85, 1.06, -0.75], [-0.84, -1.48, -0.86], [-0.33, -0.11, 0.22], [0.09, 0.30, -0.22], [0.15, -0.03, -0.16], [-1.02, 0.82, -0.98], [1.09, -0.26, 0.61], [0.06, 0.04, 0.14], [-0.29, -0.06, 0.13], [-0.17, -0.05, -0.18], [0.07, 0.20, -0.09], [1.66, -0.08, 0.74], [1.55, -0.21, -0.92], [0.06, 0.97, 0.38], [-0.02, -0.22, -0.06], [0.13, 0.12, 0.34], [0.17, 0.15, 0.07], [-0.12, -0.03, 0.06], [-0.18, 0.15, -0.07]], "lowdin_charge": [0.09, 0.12, -0.34, -0.20, 0.10, 0.12, -0.13, -0.40, 0.04, 0.13, -0.01, -0.15, -0.10, -0.17, -0.20, 0.12, 0.12, 0.13, -0.20, -0.11, 0.13, 0.12, 0.12, 0.09, 0.10, -0.34, 0.08, 0.09, 0.08, 0.13, -0.26, -0.20, -0.18, 0.11, 0.09, 0.09, 0.09, 0.09, 0.12, 0.13, 0.11, 0.08, -0.45, -0.20, 0.02, 0.12, 0.13, -0.21, 0.13, 0.09, 0.13, 0.09, 0.13, 0.75, 0.06, 0.13, -0.19, 0.13, 0.12, 0.09, -0.17, -0.20, 0.09, 0.11, 0.09, -0.14, 0.12, 0.12, -0.11, 0.13, 0.05, -0.05, -0.20, 0.09, 0.93, -0.20, -0.21, 0.09, 0.09, -0.11, -0.35, -0.18, -0.11, -0.41, -0.20, 0.13, -0.11, 0.09, 0.12, -0.21, -0.14, 0.03, 0.07, 0.12, -0.17, -0.17, 0.13, -0.28, -0.15, 0.08, -0.14, 0.12, -0.21, 0.12, 0.12, 0.04, 0.12, -0.17, 0.12, 0.08, 0.12]}

# 3
{"formula": "C11H14N2", "method": "ωB97M-V/def2-TZVPD", "smiles": "Cc1c[nH]cn1.Cc1ccccc1", "de_lowest_kcal_mol": 65.3, "homo_lumo_gap_ev": 9.3, "species": ["C", "H", "C", "C", "C", "C", "H", "C", "H", "H", "C", "H", "C", "H", "H", "H", "H", "H", "N", "H", "H", "C", "H", "C", "N", "H", "C"], "xyz": [[-0.72879, 1.61348, 3.94194], [-2.85778, 0.64044, -2.28088], [-1.84666, 0.62302, -2.03389], [1.23028, 1.79825, 2.39851], [1.95476, 1.35832, 1.28913], [-0.09668, -2.58259, -1.99810], [-0.52598, 2.66406, 4.36391], [0.07945, 1.16833, 2.74348], [2.88931, 1.76078, 1.14226], [-1.16145, -0.53109, 2.70296], [1.26020, 0.56977, 0.34719], [0.59295, -0.10742, -3.70635], [-1.02190, -0.55731, -2.27340], [1.53982, 0.70317, -0.76902], [1.58564, 2.72831, 2.87114], [-0.17313, -0.99380, 0.28055], [-1.32617, 1.56292, -2.41331], [1.67164, -2.12414, -2.95513], [-1.14289, -1.74620, -1.62888], [0.14859, -3.59020, -1.63462], [-1.79116, 1.34230, 3.76884], [-0.38292, 0.08270, 2.05660], [-0.51629, 1.07097, 4.82090], [0.17655, -0.12813, 0.80553], [0.81910, -1.83476, -2.73873], [-2.02022, 0.61884, -0.93201], [0.07752, -0.72556, -3.05797]], "atomic_forces_ev_per_a": [[-0.44, 1.30, 0.27], [-1.67, -0.41, -1.57], [1.29, 1.53, 1.61], [1.73, 0.71, -0.61], [-3.05, -0.15, -0.41], [-0.64, 2.84, 1.46], [-0.65, -1.15, -1.38], [-1.20, 1.15, 2.28], [1.89, 1.02, -0.87], [1.39, 0.88, -2.36], [2.06, 1.55, -1.03], [0.45, 1.79, -1.17], [1.41, -2.25, -1.33], [-0.22, -1.18, 2.01], [-0.15, -0.80, 0.31], [-0.40, 0.10, -0.70], [-0.79, -1.17, 0.77], [4.22, -1.15, -1.71], [1.00, -3.63, 0.08], [-0.48, 0.75, -0.01], [0.41, 0.97, 0.06], [-0.78, -1.09, 1.21], [0.69, -1.26, 1.00], [-1.20, -1.94, 0.42], [-7.95, -0.54, 1.98], [0.84, 0.60, -0.36], [2.24, 1.54, 0.05]], "lowdin_charge": [-0.07, 0.04, -0.04, -0.07, -0.07, -0.12, 0.10, -0.34, 0.07, 0.16, -0.09, 0.09, -0.40, 0.13, 0.12, 0.07, 0.11, 0.08, 0.06, 0.11, 0.08, -0.06, 0.05, -0.12, 0.08, 0.09, -0.11]}

What did the third record say?
{"formula": "C11H14N2", "method": "ωB97M-V/def2-TZVPD", "smiles": "Cc1c[nH]cn1.Cc1ccccc1", "de_lowest_kcal_mol": 65.3, "homo_lumo_gap_ev": 9.3, "species": ["C", "H", "C", "C", "C", "C", "H", "C", "H", "H", "C", "H", "C", "H", "H", "H", "H", "H", "N", "H", "H", "C", "H", "C", "N", "H", "C"], "xyz": [[-0.72879, 1.61348, 3.94194], [-2.85778, 0.64044, -2.28088], [-1.84666, 0.62302, -2.03389], [1.23028, 1.79825, 2.39851], [1.95476, 1.35832, 1.28913], [-0.09668, -2.58259, -1.99810], [-0.52598, 2.66406, 4.36391], [0.07945, 1.16833, 2.74348], [2.88931, 1.76078, 1.14226], [-1.16145, -0.53109, 2.70296], [1.26020, 0.56977, 0.34719], [0.59295, -0.10742, -3.70635], [-1.02190, -0.55731, -2.27340], [1.53982, 0.70317, -0.76902], [1.58564, 2.72831, 2.87114], [-0.17313, -0.99380, 0.28055], [-1.32617, 1.56292, -2.41331], [1.67164, -2.12414, -2.95513], [-1.14289, -1.74620, -1.62888], [0.14859, -3.59020, -1.63462], [-1.79116, 1.34230, 3.76884], [-0.38292, 0.08270, 2.05660], [-0.51629, 1.07097, 4.82090], [0.17655, -0.12813, 0.80553], [0.81910, -1.83476, -2.73873], [-2.02022, 0.61884, -0.93201], [0.07752, -0.72556, -3.05797]], "atomic_forces_ev_per_a": [[-0.44, 1.30, 0.27], [-1.67, -0.41, -1.57], [1.29, 1.53, 1.61], [1.73, 0.71, -0.61], [-3.05, -0.15, -0.41], [-0.64, 2.84, 1.46], [-0.65, -1.15, -1.38], [-1.20, 1.15, 2.28], [1.89, 1.02, -0.87], [1.39, 0.88, -2.36], [2.06, 1.55, -1.03], [0.45, 1.79, -1.17], [1.41, -2.25, -1.33], [-0.22, -1.18, 2.01], [-0.15, -0.80, 0.31], [-0.40, 0.10, -0.70], [-0.79, -1.17, 0.77], [4.22, -1.15, -1.71], [1.00, -3.63, 0.08], [-0.48, 0.75, -0.01], [0.41, 0.97, 0.06], [-0.78, -1.09, 1.21], [0.69, -1.26, 1.00], [-1.20, -1.94, 0.42], [-7.95, -0.54, 1.98], [0.84, 0.60, -0.36], [2.24, 1.54, 0.05]], "lowdin_charge": [-0.07, 0.04, -0.04, -0.07, -0.07, -0.12, 0.10, -0.34, 0.07, 0.16, -0.09, 0.09, -0.40, 0.13, 0.12, 0.07, 0.11, 0.08, 0.06, 0.11, 0.08, -0.06, 0.05, -0.12, 0.08, 0.09, -0.11]}

Repeat the third record exactly.
{"formula": "C11H14N2", "method": "ωB97M-V/def2-TZVPD", "smiles": "Cc1c[nH]cn1.Cc1ccccc1", "de_lowest_kcal_mol": 65.3, "homo_lumo_gap_ev": 9.3, "species": ["C", "H", "C", "C", "C", "C", "H", "C", "H", "H", "C", "H", "C", "H", "H", "H", "H", "H", "N", "H", "H", "C", "H", "C", "N", "H", "C"], "xyz": [[-0.72879, 1.61348, 3.94194], [-2.85778, 0.64044, -2.28088], [-1.84666, 0.62302, -2.03389], [1.23028, 1.79825, 2.39851], [1.95476, 1.35832, 1.28913], [-0.09668, -2.58259, -1.99810], [-0.52598, 2.66406, 4.36391], [0.07945, 1.16833, 2.74348], [2.88931, 1.76078, 1.14226], [-1.16145, -0.53109, 2.70296], [1.26020, 0.56977, 0.34719], [0.59295, -0.10742, -3.70635], [-1.02190, -0.55731, -2.27340], [1.53982, 0.70317, -0.76902], [1.58564, 2.72831, 2.87114], [-0.17313, -0.99380, 0.28055], [-1.32617, 1.56292, -2.41331], [1.67164, -2.12414, -2.95513], [-1.14289, -1.74620, -1.62888], [0.14859, -3.59020, -1.63462], [-1.79116, 1.34230, 3.76884], [-0.38292, 0.08270, 2.05660], [-0.51629, 1.07097, 4.82090], [0.17655, -0.12813, 0.80553], [0.81910, -1.83476, -2.73873], [-2.02022, 0.61884, -0.93201], [0.07752, -0.72556, -3.05797]], "atomic_forces_ev_per_a": [[-0.44, 1.30, 0.27], [-1.67, -0.41, -1.57], [1.29, 1.53, 1.61], [1.73, 0.71, -0.61], [-3.05, -0.15, -0.41], [-0.64, 2.84, 1.46], [-0.65, -1.15, -1.38], [-1.20, 1.15, 2.28], [1.89, 1.02, -0.87], [1.39, 0.88, -2.36], [2.06, 1.55, -1.03], [0.45, 1.79, -1.17], [1.41, -2.25, -1.33], [-0.22, -1.18, 2.01], [-0.15, -0.80, 0.31], [-0.40, 0.10, -0.70], [-0.79, -1.17, 0.77], [4.22, -1.15, -1.71], [1.00, -3.63, 0.08], [-0.48, 0.75, -0.01], [0.41, 0.97, 0.06], [-0.78, -1.09, 1.21], [0.69, -1.26, 1.00], [-1.20, -1.94, 0.42], [-7.95, -0.54, 1.98], [0.84, 0.60, -0.36], [2.24, 1.54, 0.05]], "lowdin_charge": [-0.07, 0.04, -0.04, -0.07, -0.07, -0.12, 0.10, -0.34, 0.07, 0.16, -0.09, 0.09, -0.40, 0.13, 0.12, 0.07, 0.11, 0.08, 0.06, 0.11, 0.08, -0.06, 0.05, -0.12, 0.08, 0.09, -0.11]}